(1)
{"formula": "C5H8O2", "method": "wB97M-V/def2-TZVPD", "symbols": ["C", "C", "O", "C", "C", "O", "C", "H", "H", "H", "H", "H", "H", "H", "H"], "coordinates": [[-1.89, -0.10, 0.82], [-0.80, -0.10, -1.27], [0.11, 0.80, -1.50], [1.28, 0.99, -0.64], [1.57, -0.32, 0.05], [0.48, -0.62, 0.87], [-0.71, -0.77, 0.09], [-1.52, 0.78, 1.36], [-2.37, -0.77, 1.54], [-2.64, 0.21, 0.09], [1.07, 1.78, 0.09], [2.07, 1.32, -1.32], [1.73, -1.10, -0.72], [2.47, -0.26, 0.67], [-0.91, -1.84, -0.04]], "mulliken_charge": [-1.297, -0.562, -0.103, -0.379, -0.422, -0.422, 0.586, 0.330, 0.330, 0.383, 0.272, 0.318, 0.307, 0.344, 0.314], "e_lumo_ev": 0.91, "charge": 0, "multiplicity": 1}

(2)
{"formula": "C6H12O", "method": "wB97M-V/def2-TZVPD", "symbols": ["C", "C", "C", "C", "O", "C", "C", "H", "H", "H", "H", "H", "H", "H", "H", "H", "H", "H", "H"], "coordinates": [[1.73, -1.15, 0.22], [0.22, -0.89, 0.28], [-0.25, 0.12, 1.32], [-1.67, 0.42, 0.84], [-1.74, 0.07, -0.55], [-0.49, -0.30, -0.97], [0.36, 1.62, -1.61], [2.10, -1.49, 1.20], [1.98, -1.92, -0.51], [2.27, -0.24, -0.04], [-0.28, -1.86, 0.49], [0.39, 1.00, 1.26], [-0.22, -0.25, 2.35], [-1.96, 1.47, 0.97], [-2.41, -0.22, 1.34], [-0.55, -1.01, -1.80], [-0.06, 2.23, -0.81], [0.70, 0.58, -1.44], [-0.13, 1.83, -2.55]], "mulliken_charge": [-1.549, 0.558, -0.716, -0.550, -0.381, -0.382, -0.887, 0.403, 0.369, 0.361, 0.297, 0.277, 0.392, 0.296, 0.324, 0.402, 0.196, 0.346, 0.243], "e_lumo_ev": 0.94, "charge": 0, "multiplicity": 1}

(3)
{"formula": "C24H18BCl6F4FeN5O4S", "method": "wB97M-V/def2-TZVPD", "symbols": ["Fe", "Cl", "C", "C", "C", "Cl", "C", "C", "C", "C", "N", "C", "C", "O", "H", "H", "H", "H", "Cl", "C", "C", "Cl", "C", "Cl", "C", "O", "C", "O", "C", "Cl", "C", "N", "C", "S", "N", "C", "H", "H", "H", "H", "H", "H", "H", "H", "N", "C", "O", "C", "C", "C", "C", "N", "C", "H", "H", "H", "H", "H", "H", "F", "B", "F", "F", "F"], "coordinates": [[0.66, -0.34, -0.40], [-4.54, -0.86, 0.19], [-3.31, -0.87, 1.43], [-3.71, -1.05, 2.76], [-2.79, -1.09, 3.77], [-3.33, -1.30, 5.42], [-1.40, -0.97, 3.48], [-0.36, -1.04, 4.44], [0.94, -0.95, 4.03], [1.22, -0.76, 2.66], [0.27, -0.69, 1.77], [-1.02, -0.79, 2.14], [-1.98, -0.70, 1.05], [-1.57, -0.50, -0.14], [-4.76, -1.15, 2.98], [-0.61, -1.17, 5.48], [1.75, -0.99, 4.74], [2.24, -0.66, 2.31], [3.89, -6.35, -0.82], [3.53, -4.65, -0.84], [4.53, -3.72, -1.04], [6.17, -4.24, -1.28], [4.22, -2.35, -1.05], [5.46, -1.16, -1.32], [2.92, -1.89, -0.85], [2.57, -0.64, -0.84], [1.87, -2.86, -0.64], [0.68, -2.39, -0.46], [2.21, -4.21, -0.64], [0.92, -5.36, -0.40], [-2.95, 0.91, -2.57], [-1.81, 0.60, -3.41], [-1.20, -0.62, -3.45], [0.31, -0.76, -4.18], [-1.89, -1.62, -2.88], [-1.41, -2.99, -2.80], [-3.16, 1.97, -2.66], [-2.77, 0.67, -1.52], [-3.83, 0.36, -2.91], [-1.16, 1.35, -3.60], [-2.48, -1.34, -2.11], [-0.38, -3.04, -3.14], [-2.03, -3.65, -3.42], [-1.43, -3.32, -1.76], [-0.68, 5.04, 1.40], [-1.28, 4.61, 0.27], [-2.41, 4.91, -0.06], [-0.38, 3.75, -0.58], [0.75, 4.27, -1.19], [1.57, 3.42, -1.90], [1.27, 2.07, -1.94], [0.19, 1.57, -1.34], [-0.63, 2.39, -0.68], [-1.28, 5.49, 2.08], [0.15, 4.56, 1.73], [0.98, 5.32, -1.09], [2.48, 3.78, -2.38], [1.91, 1.35, -2.44], [-1.47, 1.92, -0.18], [0.41, 2.53, 2.78], [1.69, 2.54, 2.16], [1.93, 3.86, 1.70], [2.67, 2.14, 3.06], [1.65, 1.65, 1.05]], "mulliken_charge": [0.719, -0.280, 0.197, -0.712, 0.671, -0.327, -0.004, -0.803, -1.027, -0.640, 0.911, 0.040, -0.853, 0.784, 0.433, 0.374, 0.398, 0.588, -0.265, 0.351, 0.332, -0.261, 0.107, -0.258, -0.071, -0.493, -0.396, -0.525, 0.250, -0.258, -0.686, -0.160, 0.358, -0.472, -0.081, -1.023, 0.387, -0.055, 0.304, 0.285, 0.185, 0.316, 0.334, 0.266, -0.304, -0.132, -0.700, -0.259, 0.152, -1.275, -0.394, 0.519, 0.157, 0.268, 0.254, 0.390, 0.399, 0.399, 0.639, -0.424, 0.302, -0.453, -0.396, -0.082], "e_lumo_ev": [4.04, 4.04], "charge": -2, "s2": 6.010, "multiplicity": 5}

(4)
{"formula": "C16H23F3N4NiO3PS", "method": "wB97M-V/def2-TZVPD", "symbols": ["Ni", "F", "C", "F", "F", "C", "C", "C", "C", "N", "C", "S", "H", "H", "H", "C", "C", "C", "O", "C", "O", "O", "H", "H", "H", "H", "H", "H", "H", "C", "N", "C", "N", "C", "N", "C", "P", "C", "C", "H", "H", "H", "H", "H", "H", "H", "H", "H", "H", "H", "H", "H"], "coordinates": [[0.46, 1.05, -1.40], [-5.32, 3.09, -2.04], [-4.42, 2.09, -2.07], [-5.05, 0.99, -1.61], [-4.10, 1.87, -3.34], [-3.24, 2.41, -1.18], [-3.52, 3.00, 0.04], [-2.50, 3.29, 0.95], [-1.21, 2.94, 0.59], [-0.94, 2.39, -0.59], [-1.91, 2.13, -1.50], [-1.27, 1.28, -2.91], [-4.55, 3.24, 0.29], [-2.71, 3.77, 1.89], [-0.36, 3.12, 1.24], [4.32, 1.13, -2.43], [3.27, 0.16, -1.92], [3.67, -1.28, -2.12], [2.03, 0.35, -2.67], [2.96, 0.49, -0.46], [3.58, -0.07, 0.44], [2.04, 1.36, -0.25], [4.55, 0.94, -3.48], [5.24, 1.02, -1.86], [3.99, 2.17, -2.31], [3.97, -1.45, -3.16], [2.84, -1.95, -1.90], [4.50, -1.54, -1.46], [2.14, 1.02, -3.35], [0.76, -2.60, 2.47], [0.28, -1.17, 2.80], [-1.25, -1.20, 2.98], [-1.89, -1.75, 1.84], [-1.38, -3.09, 1.57], [0.07, -3.11, 1.34], [0.45, -2.45, 0.08], [-0.05, -0.69, 0.11], [0.69, -0.21, 1.71], [-1.79, -0.87, 0.65], [0.55, -3.19, 3.36], [1.83, -2.53, 2.30], [0.71, -0.88, 3.67], [-1.55, -0.17, 3.17], [-1.43, -1.82, 3.86], [-1.88, -3.50, 0.70], [-1.60, -3.73, 2.43], [-0.03, -2.96, -0.75], [1.53, -2.53, -0.06], [0.35, 0.79, 2.00], [1.79, -0.18, 1.65], [-2.39, -1.30, -0.16], [-2.21, 0.11, 0.88]], "mulliken_charge": [-0.244, -0.260, 0.677, -0.261, -0.238, -0.117, -0.207, -1.057, -0.386, -0.358, 0.968, -0.405, 0.474, 0.456, 0.613, -1.875, 2.051, -1.611, -0.593, 0.157, -0.711, -0.730, 0.496, 0.407, 0.475, 0.441, 0.233, 0.334, 0.381, -0.791, 0.113, -0.791, 0.143, -0.867, 0.161, -1.132, 1.955, -1.330, -0.950, 0.336, 0.406, 0.368, 0.387, 0.353, 0.388, 0.336, 0.395, 0.432, 0.407, 0.703, 0.436, 0.431], "e_lumo_ev": [-2.89, -3.15], "charge": 1, "s2": 2.007, "multiplicity": 3}

(5)
{"formula": "C5H6N2OS2", "method": "wB97M-V/def2-TZVPD", "symbols": ["C", "C", "C", "C", "C", "N", "N", "O", "S", "S", "H", "H", "H", "H", "H", "H"], "coordinates": [[-2.42, 0.76, 0.11], [-1.53, -1.43, -0.45], [-1.26, -0.10, -0.01], [-0.04, 0.52, 0.19], [2.70, 1.07, 0.09], [-3.19, 1.60, 0.25], [-0.77, -2.51, -0.26], [0.20, 1.78, 0.67], [0.66, -2.60, 0.59], [1.45, -0.17, -0.38], [-2.44, -1.52, -0.97], [3.54, 0.84, -0.50], [2.82, 0.88, 1.14], [2.13, 1.94, -0.31], [-1.19, -3.30, -0.90], [-0.66, 2.23, 0.73]], "mulliken_charge": [-0.232, -0.090, 0.197, 0.522, -0.897, -0.451, -0.270, -0.496, -0.258, 0.007, 0.398, 0.394, 0.279, 0.294, 0.289, 0.313], "e_lumo_ev": [-0.22, -0.22], "charge": 0, "multiplicity": 1}

(6)
{"formula": "C3H12N2", "method": "wB97M-V/def2-TZVPD", "symbols": ["N", "C", "N", "H", "H", "H", "H", "H", "H", "C", "C", "H", "H", "H", "H", "H", "H"], "coordinates": [[1.42, -2.35, 0.39], [2.20, -2.78, -0.80], [1.42, -3.16, -2.04], [0.56, -1.72, 0.06], [0.90, -3.07, 0.84], [2.92, -1.90, -0.98], [2.89, -3.67, -0.45], [0.79, -4.00, -1.96], [0.96, -2.33, -2.41], [-0.99, 3.30, 0.70], [-2.57, 3.02, 1.02], [-0.53, 4.32, 1.10], [-0.79, 3.02, -0.30], [-0.50, 2.61, 1.43], [-2.99, 3.43, 2.03], [-3.28, 3.30, 0.23], [-2.42, 1.98, 1.13]], "mulliken_charge": [-0.603, -0.290, -0.560, 0.214, 0.235, 0.261, 0.291, 0.224, 0.227, -0.770, -0.704, 0.254, 0.267, 0.239, 0.226, 0.267, 0.220], "e_lumo_ev": 0.85, "charge": 0, "smiles": "NCN.CC", "multiplicity": 1}

(7)
{"formula": "C27H50BN6O4PSSi2SnTe", "method": "wB97M-V/def2-TZVPD", "symbols": ["Sn", "B", "N", "C", "C", "C", "N", "N", "C", "C", "C", "N", "H", "H", "H", "H", "H", "H", "H", "H", "C", "C", "C", "N", "C", "S", "N", "C", "O", "C", "C", "C", "C", "C", "C", "H", "H", "H", "H", "H", "H", "H", "H", "H", "H", "H", "H", "H", "H", "C", "O", "P", "O", "C", "O", "C", "H", "H", "H", "H", "H", "H", "H", "H", "H", "Te", "C", "Si", "C", "C", "C", "Si", "C", "C", "C", "H", "H", "H", "H", "H", "H", "H", "H", "H", "H", "H", "H", "H", "H", "H", "H", "H", "H", "H"], "coordinates": [[-0.94, 0.99, -0.08], [-3.13, 4.18, -0.12], [-2.24, 3.88, 1.12], [-2.10, 4.66, 2.19], [-1.25, 4.04, 3.09], [-0.90, 2.85, 2.47], [-1.51, 2.75, 1.29], [-2.33, 3.75, -1.40], [-2.31, 4.43, -2.55], [-1.78, 3.63, -3.54], [-1.49, 2.44, -2.89], [-1.84, 2.51, -1.59], [-3.31, 5.37, -0.18], [-4.15, 3.55, -0.06], [-2.62, 5.60, 2.23], [-0.93, 4.41, 4.05], [-0.22, 2.09, 2.81], [-2.68, 5.44, -2.59], [-1.62, 3.87, -4.57], [-1.05, 1.54, -3.28], [0.36, -1.58, 5.88], [1.74, -1.54, 5.23], [2.01, -0.23, 4.48], [0.97, 0.26, 3.58], [0.76, -0.34, 2.27], [-1.02, -0.50, 1.98], [1.37, -1.67, 2.15], [2.65, -1.85, 1.77], [3.37, -0.88, 1.52], [3.15, -3.25, 1.62], [4.29, -3.45, 0.86], [4.79, -4.73, 0.68], [4.16, -5.81, 1.27], [3.02, -5.62, 2.05], [2.52, -4.34, 2.22], [0.25, -2.47, 6.50], [-0.44, -1.60, 5.14], [0.20, -0.71, 6.52], [1.84, -2.39, 4.55], [2.51, -1.65, 5.99], [2.95, -0.30, 3.93], [2.15, 0.56, 5.23], [0.08, 0.32, 4.06], [0.76, -2.46, 2.27], [4.77, -2.59, 0.41], [5.68, -4.88, 0.07], [4.56, -6.81, 1.14], [2.54, -6.46, 2.52], [1.64, -4.20, 2.83], [4.35, 1.39, -2.11], [3.45, 2.25, -2.82], [1.83, 2.14, -2.72], [1.56, 3.17, -3.96], [1.65, 2.66, -5.29], [1.43, 3.14, -1.52], [1.65, 4.56, -1.55], [5.32, 1.86, -2.14], [4.40, 0.41, -2.59], [4.05, 1.26, -1.07], [1.37, 3.47, -5.96], [0.97, 1.82, -5.44], [2.67, 2.34, -5.51], [1.65, 4.90, -0.52], [0.84, 5.04, -2.10], [2.61, 4.79, -2.03], [1.71, 0.93, 0.69], [-4.47, 0.81, -0.40], [-3.67, -0.81, -0.88], [-4.56, -1.50, -2.37], [-3.91, -2.01, 0.54], [-1.87, -0.51, -1.35], [-0.86, -2.06, -1.73], [-0.99, -3.38, -0.41], [-1.51, -2.75, -3.35], [0.96, -1.76, -2.03], [-5.53, 0.68, -0.18], [-4.36, 1.56, -1.18], [-4.00, 1.22, 0.51], [-5.64, -1.39, -2.26], [-4.34, -2.57, -2.50], [-4.26, -0.99, -3.29], [-4.91, -1.88, 0.95], [-3.20, -1.84, 1.35], [-3.81, -3.04, 0.21], [-1.93, 0.04, -2.30], [-1.79, -4.09, -0.62], [-1.18, -2.93, 0.57], [-0.05, -3.94, -0.35], [-2.45, -3.27, -3.23], [-0.78, -3.45, -3.77], [-1.66, -1.95, -4.09], [1.49, -1.44, -1.13], [1.13, -1.00, -2.79], [1.41, -2.70, -2.37]], "mulliken_charge": [0.833, 0.117, -0.269, -0.222, -1.365, -0.610, 0.859, -0.155, -0.648, -1.019, -0.563, 0.876, -0.180, -0.103, 0.454, 0.462, 0.662, 0.457, 0.420, 0.593, -1.299, 0.380, -1.082, 0.047, -1.556, -0.451, 0.837, 0.405, -0.753, 0.638, -0.509, -0.665, -0.379, -1.047, -0.073, 0.428, 0.264, 0.299, -0.258, 0.440, 0.264, 0.589, 0.387, 0.312, 0.455, 0.404, 0.392, 0.410, 0.360, -0.542, -0.390, 0.535, -0.344, -0.814, 0.033, -0.870, 0.302, 0.265, 0.100, 0.257, 0.303, 0.297, 0.246, 0.206, 0.347, -0.324, -0.910, 0.351, -1.243, -0.948, 0.864, 0.577, -0.973, -1.320, -0.543, 0.550, 0.249, 0.190, 0.384, 0.292, 0.318, 0.414, 0.243, 0.291, -0.652, 0.427, 0.164, 0.386, 0.352, 0.389, 0.293, -0.111, 0.078, 0.447], "e_lumo_ev": 0.17, "charge": 0, "multiplicity": 1}

(8)
{"formula": "C5H5F6N2O", "method": "wB97M-V/def2-TZVPD", "symbols": ["O", "C", "N", "C", "N", "C", "C", "F", "F", "F", "C", "F", "F", "F", "H", "H", "H", "H", "H"], "coordinates": [[0.15, -0.47, -2.11], [0.46, -0.75, -0.78], [1.83, -0.45, -0.36], [1.91, 0.55, 0.49], [0.82, 1.06, 1.05], [-0.42, 0.13, 0.09], [-1.49, 1.04, -0.71], [-2.48, 0.28, -1.05], [-1.93, 1.97, 0.13], [-1.00, 1.73, -1.78], [-1.07, -0.62, 1.32], [-0.11, -1.38, 1.89], [-1.51, 0.27, 2.21], [-1.97, -1.44, 0.94], [0.34, -1.28, -2.70], [0.40, -1.91, -0.54], [2.52, -1.06, -0.67], [2.90, 0.53, 0.95], [0.66, 1.79, 1.64]], "mulliken_charge": [-0.524, -0.284, -0.031, -0.102, -0.235, 0.642, 0.695, -0.210, -0.238, -0.234, 0.667, -0.285, -0.218, -0.200, 0.412, 0.404, 0.202, 0.409, 0.131], "e_lumo_ev": -4.32, "charge": 1, "smiles": "O[C@H]1[NH+]=CNC1(C(F)(F)F)C(F)(F)F", "multiplicity": 1}

(9)
{"formula": "C15H17NPt", "method": "wB97M-V/def2-TZVPD", "symbols": ["Pt", "C", "C", "C", "C", "C", "C", "C", "C", "C", "H", "H", "H", "H", "H", "H", "H", "H", "H", "H", "H", "H", "N", "C", "C", "C", "C", "C", "C", "H", "H", "H", "H", "H"], "coordinates": [[-0.49, -0.43, -0.12], [-0.50, -3.84, 0.99], [-0.86, -2.42, 1.31], [-0.07, -1.64, 2.17], [-0.35, -0.28, 2.35], [0.52, 0.60, 3.18], [-1.51, 0.27, 1.68], [-2.46, -0.55, 1.01], [-3.76, -0.01, 0.50], [-2.04, -1.86, 0.74], [0.29, -3.86, 0.23], [-1.35, -4.40, 0.63], [-0.10, -4.33, 1.88], [0.80, -2.07, 2.64], [1.28, 1.08, 2.56], [1.03, 0.02, 3.94], [-0.07, 1.39, 3.66], [-1.72, 1.32, 1.81], [-4.37, -0.81, 0.09], [-3.61, 0.74, -0.28], [-4.31, 0.46, 1.31], [-2.67, -2.50, 0.13], [0.54, 0.34, -1.34], [1.35, 1.12, -1.99], [1.49, 2.50, -1.62], [2.35, 3.29, -2.33], [3.06, 2.74, -3.41], [2.93, 1.40, -3.80], [2.07, 0.58, -3.11], [0.91, 2.88, -0.79], [2.48, 4.33, -2.07], [3.73, 3.38, -3.96], [3.49, 1.02, -4.64], [1.93, -0.46, -3.37]], "mulliken_charge": [0.389, -1.441, 0.531, -0.474, 0.598, -1.446, -0.421, 0.190, -1.423, -0.395, 0.312, 0.418, 0.398, 0.527, 0.285, 0.420, 0.418, 0.672, 0.421, 0.307, 0.382, 0.542, -0.273, 0.686, -0.074, -0.740, -0.132, -0.724, -0.114, 0.438, 0.420, 0.417, 0.417, 0.467], "e_lumo_ev": [-9.48, -9.48], "charge": 2, "multiplicity": 1}

(10)
{"formula": "CH2FPS", "method": "wB97M-V/def2-TZVPD", "symbols": ["C", "F", "P", "S", "H", "H"], "coordinates": [[0.66, 0.32, 0.70], [-2.33, 0.75, -1.15], [0.43, -0.23, -0.97], [1.50, -1.13, 0.78], [0.55, 1.12, 1.40], [-0.81, -0.83, -0.76]], "mulliken_charge": [-0.225, -0.127, 0.016, -0.164, 0.437, 0.063], "e_lumo_ev": [-0.21, -4.29], "charge": 0, "s2": 2.012, "multiplicity": 3}

Asked for energy across the records above, the calculation gives -345.6756, -310.8972, -6348.0214, -3615.5347, -1175.1483, -230.9379, -3514.1887, -977.1788, -755.1704, -878.5043 a.u. in order.